A) ORCA calculation (ωB97M-V with the def2-TZVPD basis set) on a 2-piece molecular cluster, C5H12N4 overall.

The geometry in XYZ format:
```
21
Properties=species:S:1:pos:R:3
H -1.64310 -0.67710 0.60168
N -0.94142 -1.18894 0.07001
C -0.99797 -2.43313 0.03151
C -0.00891 -3.19710 -0.86264
N 0.91647 -2.56919 -1.43636
H 1.58283 -3.13783 -1.95741
H -1.78925 -3.12953 0.33707
H -0.12354 -4.29252 -0.85459
H -1.59808 1.60451 -0.61327
N -1.45772 1.79378 0.37528
C -0.24242 1.78197 0.73985
C 0.07286 2.07479 2.18204
N 0.86332 1.58599 -0.03951
C 0.80545 1.08099 -1.39476
H 0.78104 2.89791 2.25766
H -0.84283 2.33926 2.70009
H 0.51054 1.19610 2.65492
H 1.71843 1.37640 0.45372
H 1.77667 1.23305 -1.86310
H 0.55406 0.01560 -1.42107
H 0.06357 1.64499 -1.96111
```

Results
HOMO level	-8.510	eV
SMILES string	[H]/N=C/C=N/[H].[H]/N=C(/C)NC
HOMO-LUMO gap	0.3214	Eh

B) ORCA calculation (ωB97M-V with the def2-TZVPD basis set) on C5H12N4 as an isolated structure.

The geometry in XYZ format:
```
21
Properties=species:S:1:pos:R:3
C 0.15954 -0.34105 2.16064
C 1.18507 1.59253 -0.37445
N -0.05825 -0.69880 0.74029
C 0.82902 0.13529 -0.53254
N 1.68738 -0.76512 -0.86891
H 0.43473 -1.57607 0.55362
H 2.52020 -0.39669 -1.32000
H -0.48842 -0.95285 2.78549
H -0.09986 0.70551 2.30927
H 1.19134 -0.55587 2.43575
H 0.36282 2.20571 -0.00611
H 1.46922 1.99103 -1.34774
H 2.05166 1.71029 0.28035
C -1.45638 -0.80781 0.27357
C -0.65641 0.14760 -1.73241
N -2.06006 -1.91540 0.06315
N -1.47299 1.05643 -2.05278
H -1.43068 -2.67811 -0.18592
H -1.75081 1.60947 -1.23530
H -2.04076 0.03502 0.63316
H -0.37635 -0.50110 -2.57915
```

Results
HOMO level	-7.277	eV
HOMO-LUMO gap	0.2804	Eh

C) ORCA calculation (ωB97M-V with the def2-TZVPD basis set) on one molecule with the formula C5H12N4.

The geometry in XYZ format:
```
21
Properties=species:S:1:pos:R:3
H 1.34395 -2.70290 -1.28063
N 0.38697 -2.60619 -0.89494
N 0.14277 -1.47550 -0.48880
N 0.98318 -0.45746 -0.60584
N 2.28204 -0.69862 -1.10634
C 0.52586 0.79559 -0.19928
C 1.32136 1.86635 -0.25282
C -1.05727 0.58500 0.52817
C -0.94777 -0.05425 1.89862
C -2.17494 0.00181 -0.31680
H 2.96859 -0.30740 -0.47917
H 2.39037 -0.24261 -2.02338
H 2.31559 1.86173 -0.67987
H 0.95440 2.82528 0.07127
H -1.23440 1.65156 0.64979
H -0.14051 0.39068 2.48099
H -0.78020 -1.12889 1.81582
H -1.88183 0.09019 2.44365
H -2.15485 0.41843 -1.32649
H -3.12840 0.27051 0.14588
H -2.11489 -1.08330 -0.37983
```

Results
HOMO level	-8.635	eV
SMILES string	[H]/N=N\N(N)C(=C)C(C)C
HOMO-LUMO gap	0.3467	Eh

Which of them is the least stable? Correct choice: B).

A) ORCA calculation (ωB97M-V with the def2-TZVPD basis set) on one molecule with the formula C2H8P2S2.

The geometry in XYZ format:
```
14
Properties=species:S:1:pos:R:3
C 1.44123 0.68950 0.81226
C 1.11157 0.66438 -0.67855
P 0.74415 -1.13038 -1.19459
P -0.75745 -1.58472 0.38599
S -2.87781 -0.57840 -0.75000
S -3.22277 1.11861 0.18206
H 2.30690 0.08763 0.95261
H 1.73837 1.65780 1.02862
H 0.56332 0.32171 1.38753
H 2.07802 1.17109 -1.24748
H 0.15261 1.15625 -1.13009
H 1.85552 -1.90829 -0.71866
H -1.11990 -2.76724 -0.31348
H -4.01376 1.10208 1.28378
```

Results
HOMO level	-8.324	eV
SMILES string	CC[PH]#[PH]SS
HOMO-LUMO gap	0.2726	Eh

B) ORCA calculation (ωB97M-V with the def2-TZVPD basis set) on one molecule with the formula C2H8P2S2.

The geometry in XYZ format:
```
14
Properties=species:S:1:pos:R:3
P -1.58461 -1.71541 -0.45265
S -2.70112 -0.10713 0.17140
C -1.01430 1.32233 0.03317
P 0.30545 0.50196 -0.88406
C 1.39120 0.03133 0.59301
S 2.90589 -0.83493 0.00161
H -2.15359 -2.60452 -1.35887
H -1.92926 -2.53948 0.63409
H -0.89077 1.50915 1.09404
H -1.57571 2.19153 -0.36262
H 0.81823 1.90604 -1.09178
H 0.91585 -0.61716 1.19996
H 1.86331 0.90460 1.08612
H 3.64942 0.05167 -0.66343
```

Results
HOMO level	-8.815	eV
SMILES string	PSCPCS
HOMO-LUMO gap	0.3436	Eh

Which of them is the least stable? Correct choice: B).

A) ORCA calculation (ωB97M-V with the def2-TZVPD basis set) on one molecule with the formula C4H7NOS.

The geometry in XYZ format:
```
14
Properties=species:S:1:pos:R:3
C 1.58829 1.46962 0.64318
C -0.79156 1.13358 -0.19651
C -0.12577 0.01077 0.58058
C 0.16676 -1.19389 -0.33281
N 1.14907 0.40447 1.13112
O 1.21039 1.92799 -1.90141
S 0.49922 2.30327 -0.61932
H 2.59422 1.74718 0.90744
H -1.26573 0.62218 -1.12699
H -1.49783 1.64836 0.55614
H -0.79582 -0.46444 1.28369
H 0.94563 -0.76594 -0.88425
H -0.77011 -1.49029 -0.78752
H 0.53232 -2.16106 0.30674
```

Results
HOMO level	-9.153	eV
HOMO-LUMO gap	0.3566	Eh

B) ORCA calculation (ωB97M-V with the def2-TZVPD basis set) on one molecule with the formula C4H7NOS.

The geometry in XYZ format:
```
14
Properties=species:S:1:pos:R:3
O 0.08024 2.30087 -0.27968
C -0.64540 1.28089 0.35397
C -0.72791 0.03341 -0.53541
C -0.93164 -1.35437 0.05694
N 0.36014 -0.93263 -0.43684
C 1.63894 -0.91916 0.02070
S 2.70775 0.33377 -0.09221
H 0.97129 1.98505 -0.42045
H -1.64953 1.66014 0.51123
H -0.23351 0.96257 1.31772
H -0.96832 0.14147 -1.58438
H -1.07428 -1.45466 1.14663
H -1.45461 -2.15724 -0.47603
H 1.92684 -1.88011 0.41781
```

Results
HOMO level	-8.867	eV
SMILES string	OC[C@@H]1CN1C=S
HOMO-LUMO gap	0.3364	Eh

Which of them is the least stable? Correct choice: A).

A) ORCA calculation (ωB97M-V with the def2-TZVPD basis set) on a 7-piece molecular cluster, C10H24Cl10N2O3 overall.

The geometry in XYZ format:
```
49
Properties=species:S:1:pos:R:3
N -0.24982 0.35909 -0.11448
H 0.46648 0.52597 -0.82256
H -0.23574 1.17312 0.52251
H -0.10247 -0.47740 0.44876
H -1.12957 0.33281 -0.63237
N -1.10254 1.88592 3.22443
O -2.32733 2.03917 3.44455
O -0.66250 1.82192 2.05383
O -0.34440 1.94820 4.21868
Cl -0.68757 -1.22621 4.05225
C -2.28270 -1.99163 3.99356
C -2.57246 -2.70109 2.68166
Cl -2.29382 -1.68353 1.25274
H -3.04531 -1.27113 4.27897
H -2.23295 -2.76528 4.76021
H -3.58703 -3.08738 2.68278
H -1.85344 -3.51770 2.64337
Cl 2.68582 -1.25421 4.93545
C 3.36284 0.23323 4.23705
C 2.86554 0.33424 2.81938
Cl 3.44697 1.79347 1.98112
H 4.44226 0.15074 4.32244
H 3.01759 1.07028 4.83853
H 1.77596 0.31969 2.78092
H 3.16259 -0.53818 2.23551
Cl 2.72077 1.13668 -1.27011
C 4.28952 1.48997 -2.01792
C 4.26192 2.60925 -3.01881
Cl 3.05993 2.29588 -4.30915
H 4.73825 0.56993 -2.38631
H 4.94765 1.76166 -1.18717
H 5.22662 2.65776 -3.52298
H 4.10006 3.58502 -2.56985
Cl -1.14104 -1.38277 -3.69163
C 0.50668 -2.06557 -3.72080
C 0.59200 -3.23356 -2.74225
Cl 1.05659 -2.67700 -1.11551
H 1.21787 -1.31193 -3.38893
H 0.75205 -2.34301 -4.74120
H 1.24602 -4.01432 -3.12839
H -0.37242 -3.71679 -2.60993
Cl -3.14384 0.44053 -1.65547
C -4.46374 0.68706 -2.84920
C -5.04440 2.05516 -2.56788
Cl -6.02646 2.69446 -3.89719
H -5.18891 -0.09977 -2.67517
H -3.94887 0.58558 -3.79827
H -4.28273 2.79511 -2.33247
H -5.61993 2.00655 -1.64271
```

Results
HOMO level	-7.714	eV
HOMO-LUMO gap	0.2894	Eh

B) ORCA calculation (ωB97M-V with the def2-TZVPD basis set) on a 7-piece molecular cluster, C10H24Cl10N2O3 overall.

The geometry in XYZ format:
```
49
Properties=species:S:1:pos:R:3
N -23.02147 -9.27068 25.97005
H -22.69754 -10.22378 26.05220
H -22.36249 -8.70379 26.48432
H -23.96410 -9.18332 26.32209
H -23.05850 -9.00693 24.99579
N -25.88713 -7.78916 21.98945
O -24.93513 -7.75544 22.71888
O -26.84044 -8.52736 22.30883
O -25.91296 -7.10189 20.98269
Cl -24.51970 -10.03766 30.34520
C -25.38799 -11.45375 30.95443
C -25.95262 -11.29367 32.32810
Cl -27.03055 -12.63891 32.79347
H -24.72483 -12.31012 30.83219
H -26.24676 -11.57674 30.29450
H -26.45382 -10.32873 32.40411
H -25.09610 -11.36736 32.99821
Cl -22.22683 -10.92392 19.71632
C -21.14579 -9.53957 20.03951
C -20.03967 -10.01814 21.00403
Cl -20.38905 -11.17919 22.34544
H -21.80788 -8.85340 20.56762
H -20.93607 -9.16619 19.03716
H -19.59116 -9.14335 21.47485
H -19.25577 -10.54012 20.45528
Cl -18.74285 -17.37866 26.90335
C -19.31960 -15.73013 26.74756
C -20.07170 -15.43370 28.01931
Cl -20.56687 -13.75002 27.76780
H -19.81065 -15.63684 25.77892
H -18.42642 -15.10537 26.74386
H -19.54381 -15.50548 28.97025
H -20.99892 -15.99336 28.14235
Cl -23.51338 -4.60748 27.96022
C -25.08311 -3.83142 27.86059
C -26.11034 -4.86555 28.28871
Cl -26.21028 -6.12620 26.91466
H -25.30166 -3.48778 26.84953
H -25.07385 -2.94069 28.48875
H -27.00480 -4.24289 28.30727
H -25.89753 -5.32174 29.25550
Cl -17.54523 -6.84666 32.73020
C -17.56002 -5.86613 31.26910
C -18.80045 -5.97926 30.43905
Cl -19.40729 -7.66612 30.08398
H -16.85491 -6.36299 30.60273
H -17.30038 -4.81139 31.35972
H -18.85570 -5.41777 29.50643
H -19.56828 -5.53965 31.07567
```

Results
HOMO level	-6.517	eV
HOMO-LUMO gap	0.1851	Eh

Which of them is the least stable? Correct choice: B).